No. 1
{
  "formula": "C4H9NOS",
  "method": "ωB97M-V/def2-TZVPD",
  "symbols": ["S", "O", "N", "C", "C", "C", "C", "H", "H", "H", "H", "H", "H", "H", "H", "H"],
  "xyz": [[1.374749, 0.944004, -1.165250], [-0.291153, -0.590049, -2.496794], [-1.556678, 0.460824, 1.709114], [0.664007, 0.118920, -2.563468], [0.708133, -1.228165, 0.485301], [-0.918085, 0.829799, 0.420935], [0.515635, 0.287070, 0.319192], [1.729138, -1.453015, 0.248535], [1.158211, 0.329315, -3.551861], [-1.100069, 0.913242, 2.470255], [1.062742, 0.790798, 1.163275], [-1.505311, -0.525864, 1.848383], [-0.812170, 1.953671, 0.380383], [-1.534675, 0.483243, -0.430154], [0.090737, -1.778982, -0.298378], [0.414790, -1.534812, 1.460532]],
  "forces_ev_per_a": [[0.4993, 0.1830, -0.1511], [-0.6611, -0.6705, -0.1186], [-0.2045, 0.5837, -1.4999], [0.2132, 0.4018, 0.0557], [-1.2789, 0.2788, -2.4098], [0.0177, 0.5372, 0.4047], [0.2356, 0.2175, 0.4528], [0.6124, -0.3242, 0.3195], [0.0267, 0.1364, 0.7606], [0.3550, 0.2959, 0.5611], [-0.1378, -0.3420, -0.8469], [-0.0718, -0.6144, 0.1337], [-0.4685, -1.1394, -0.0496], [0.2765, 0.1891, 0.5030], [0.6085, 0.6564, 1.0904], [-0.0224, -0.3895, 0.7944]],
  "e_homo_ha": -0.341,
  "orbital_gap_ev": 9.995,
  "total_energy_ev": -18666.3760,
  "smiles": "C[C@H](CN)SC=O",
  "de_lowest_ev": 1.150
}



No. 2
{
  "formula": "C5H13N2O2P",
  "method": "ωB97M-V/def2-TZVPD",
  "symbols": ["P", "O", "O", "N", "N", "C", "C", "C", "C", "C", "H", "H", "H", "H", "H", "H", "H", "H", "H", "H", "H", "H", "H"],
  "xyz": [[-0.268448, -0.075589, -0.202238], [-0.177635, -1.548691, -0.364002], [2.801848, 1.721146, 0.254151], [-1.676937, 0.658304, -0.444755], [2.527870, -0.558162, -0.107966], [2.228605, 0.819696, -0.303116], [-2.975793, -0.088053, -0.483870], [1.058973, 0.956101, -1.214256], [-3.664524, -0.066736, 0.836820], [3.694998, -0.919568, 0.726821], [1.995567, -1.290021, -0.277471], [-4.827055, -0.280431, 0.888093], [3.265580, -1.620959, 1.396321], [-1.765549, 1.622662, -0.222157], [0.770799, 2.032065, -1.253028], [4.436635, -1.600282, 0.205514], [1.292049, 0.554445, -2.166027], [4.011548, 0.068828, 1.137061], [-3.598655, 0.809953, 1.358622], [-3.051340, -0.806348, 1.346724], [-3.420249, 0.503723, -1.357518], [-2.702372, -1.073511, -0.893046], [0.044096, 0.181427, 1.139314]],
  "forces_ev_per_a": [[2.2649, 0.0689, -0.1339], [-0.5801, 0.3292, -0.6455], [0.3660, 0.2268, 0.0371], [-1.3443, -0.9763, -0.2349], [4.9604, 5.6382, 1.2175], [0.1457, -2.9648, 0.0052], [0.5306, 2.2045, -3.3612], [-1.7377, 0.6574, 2.3997], [-2.1603, -2.9208, -0.4837], [-0.5493, 0.2449, -1.1896], [-3.7044, -3.4969, -1.6683], [2.4752, -0.2022, -0.5187], [-0.0555, -0.2093, 1.6815], [0.0674, 0.7100, 0.0900], [0.0514, -0.8319, -0.1337], [-0.3572, 1.5723, 0.0706], [-0.2046, -0.5366, -0.9549], [0.4626, -1.3334, 0.0325], [0.5694, 2.5686, 1.0285], [-0.6704, -0.2515, 0.9163], [-0.5026, -1.1954, 1.3082], [-0.4978, 0.2076, 0.4791], [0.4707, 0.4906, 0.0582]],
  "e_homo_ha": -0.345,
  "orbital_gap_ev": 10.139,
  "total_energy_ev": -21759.6177,
  "smiles": "CCN[P@@H](=O)CC(=O)NC",
  "de_lowest_ev": 2.051
}



No. 3
{
  "formula": "C6H11N2O2",
  "method": "ωB97M-V/def2-TZVPD",
  "symbols": ["O", "O", "N", "N", "C", "C", "C", "C", "C", "C", "H", "H", "H", "H", "H", "H", "H", "H", "H", "H", "H"],
  "xyz": [[-2.776492, -0.592391, -1.219023], [-2.954532, -1.901786, 0.756535], [-2.035102, -1.183371, 0.899833], [-1.696520, -0.526215, -0.274529], [1.229913, -1.532734, 0.602890], [1.496202, -0.129452, 0.331820], [0.535483, 0.748685, -0.160878], [-1.541990, 1.729739, -0.936145], [-0.867987, 0.612578, -0.383145], [2.804630, 0.369310, 0.799448], [-1.073369, 2.760070, -0.929059], [0.789960, 1.851316, -0.100607], [-1.483827, 1.772077, -2.123214], [2.953526, 0.231757, 1.942850], [3.047580, 1.488091, 0.568675], [-2.669544, 1.682332, -0.921752], [1.506563, -1.682034, 1.627873], [1.799218, -2.193108, 0.007632], [0.208280, -1.803756, 0.443732], [-3.062854, -1.503508, -1.330218], [3.790860, -0.197600, 0.397282]],
  "forces_ev_per_a": [[1.4469, 2.1218, 0.1751], [-0.2347, -0.1512, 0.2279], [1.0876, -0.2185, 1.1843], [-0.9538, -0.3066, -1.9641], [-0.8806, 0.0727, 0.0613], [-0.4190, 0.6761, 0.1819], [-0.3950, 1.3268, 1.6610], [-1.9252, 2.7636, -4.2646], [0.5152, -1.3448, -0.3874], [3.7020, 1.3238, 0.1808], [-0.4560, -1.1705, 1.1846], [-0.0461, -1.5234, -0.4914], [0.2019, -1.0058, 1.7040], [-0.6754, 0.1404, -1.7646], [-0.8223, -2.0113, 0.3917], [1.2654, 0.3410, 0.7443], [0.0752, -0.4434, 0.6652], [1.1312, -0.6373, -0.6871], [-0.4191, -0.1514, 0.1169], [0.3559, -0.6373, 0.4877], [-2.5541, 0.8352, 0.5925]],
  "e_homo_ha": [-0.524, -0.524],
  "charge": 1,
  "orbital_gap_ev": [7.902, 7.903],
  "total_energy_ev": -13462.2039,
  "smiles": "CC(C)=C/C(C)=[N+](/O)N=O",
  "de_lowest_ev": 7.929
}



No. 4
{
  "formula": "C4H7N3",
  "method": "ωB97M-V/def2-TZVPD",
  "symbols": ["N", "N", "N", "C", "C", "C", "C", "H", "H", "H", "H", "H", "H", "H"],
  "xyz": [[0.906677, 0.847671, -1.821678], [0.190642, -0.663216, 1.254376], [2.360375, -0.648932, 0.351680], [0.381726, 0.477830, -0.732239], [-1.168097, -0.523882, 0.752100], [-1.029355, 0.648008, -0.225240], [1.132153, -0.319436, 0.305907], [-1.873329, -0.324936, 1.562390], [-1.773650, 0.644578, -1.025760], [2.842369, -0.246748, -0.451435], [-1.100150, 1.601345, 0.311925], [-1.505620, -1.420401, 0.211047], [0.428476, -1.406361, 1.893977], [0.207788, 1.334479, -2.387054]],
  "forces_ev_per_a": [[-0.1828, -0.0625, 0.2589], [0.1165, -0.1032, 0.0316], [-0.4634, 0.1947, -0.0994], [0.1163, 0.1367, -0.2594], [-0.1861, -0.0087, 0.0233], [-0.1458, 0.0121, -0.0275], [0.3548, -0.1736, 0.0813], [0.1075, -0.0073, -0.0831], [0.1218, -0.0154, 0.0965], [-0.0506, -0.0042, 0.0143], [0.0248, -0.1300, -0.0418], [0.0340, 0.0845, 0.1081], [-0.0170, 0.0632, -0.0546], [0.1700, 0.0137, -0.0483]],
  "e_homo_ha": -0.335,
  "orbital_gap_ev": 9.789,
  "total_energy_ev": -8731.5122,
  "smiles": "[H]/N=C1\\CCN\\C1=N\\[H]",
  "de_lowest_ev": 0.167
}



No. 5
{
  "formula": "C4H12",
  "method": "ωB97M-V/def2-TZVPD",
  "symbols": ["C", "C", "C", "C", "H", "H", "H", "H", "H", "H", "H", "H", "H", "H", "H", "H"],
  "xyz": [[2.762241, -1.600102, -0.036444], [-2.850818, 1.265339, -0.295714], [1.770230, -0.467111, -0.371705], [-1.715061, 0.860528, 0.631084], [3.662371, -1.561520, -0.657321], [-0.764784, 1.174478, 0.173133], [1.812519, -0.020792, -1.350274], [-1.687468, 1.207985, 1.675309], [-3.017497, 0.521274, -1.085374], [0.831518, -0.830292, 0.043332], [-1.844042, -0.192427, 0.854335], [-3.788721, 1.357526, 0.292178], [-2.595445, 2.198558, -0.808746], [2.545518, -2.647406, -0.430802], [1.980983, 0.369004, 0.332308], [2.898457, -1.635042, 1.034702]],
  "forces_ev_per_a": [[0.1961, -1.2455, -2.1618], [-0.5680, 0.4109, 0.5034], [0.5613, -0.2236, 2.3560], [0.2756, -0.1560, 0.4106], [0.6324, 0.9666, 0.8486], [-0.0949, -0.8237, 0.2780], [-0.4403, -0.4496, -0.5053], [-0.4811, 0.8973, -0.4974], [0.1197, 0.0685, 0.2803], [-0.6273, 0.3013, -0.9838], [0.7486, -0.5693, -0.5627], [0.3935, 0.1659, -0.6282], [-0.4154, 0.0230, 0.2225], [-1.0180, 1.1341, 0.8507], [0.1880, -0.3113, -0.4746], [0.5298, -0.1886, 0.0638]],
  "e_homo_ha": -0.404,
  "orbital_gap_ev": 12.113,
  "total_energy_ev": -4341.7111,
  "smiles": "CC.CC",
  "de_lowest_ev": 0.817
}